# 1
Formula: C14H42N7O5P3
Source: the OMol25 dataset
Level of theory: wB97M-V/def2-TZVPD

Last column: Löwdin charge in e.
Cartesian coordinates (Å):
N (-3.908132, -1.509531, -0.652676)  -0.294
P (-3.628132, -0.665603, 0.649582)  0.791
C (-1.848555, -0.095264, 0.598668)  -0.586
O (-1.600377, 0.794523, -0.172409)  0.075
O (-0.836565, -0.662493, 1.313619)  -0.008
C (-1.160633, -0.929461, 2.680173)  -0.261
O (-0.155769, -1.755775, 3.183477)  0.003
H (-3.072628, -1.560936, -1.220991)  -0.067
H (-4.469908, 0.462703, 0.697603)  0.015
H (-3.874530, -1.471833, 1.777260)  -0.002
H (-2.095381, -1.475796, 2.783228)  0.093
H (-1.172106, -0.022564, 3.276660)  0.144
H (0.150053, -2.263335, 2.425582)  0.085
O (-0.216986, 3.910517, 2.716989)  -0.304
P (0.505537, 4.516026, 1.544711)  0.685
N (0.927341, 6.047045, 2.221932)  -0.307
C (0.997584, 7.316226, 1.527466)  -0.130
C (1.774012, 5.990558, 3.410673)  -0.137
N (-0.827667, 4.645110, 0.468097)  -0.322
C (-1.158778, 5.820497, -0.310951)  -0.142
C (-2.042636, 3.939221, 0.837989)  -0.145
N (1.606029, 4.619573, 0.192790)  -0.272
C (1.462338, 3.479623, -0.754817)  -0.121
C (3.036926, 4.631212, 0.578264)  -0.132
H (1.766183, 7.360555, 0.741717)  0.077
H (1.217167, 8.118470, 2.232438)  0.078
H (0.042031, 7.588054, 1.084750)  0.054
H (2.810160, 5.698848, 3.186943)  0.064
H (1.378643, 5.269014, 4.126837)  0.071
H (1.802242, 6.953391, 3.919877)  0.077
H (-1.705452, 6.562554, 0.285165)  0.081
H (-1.797541, 5.544290, -1.155884)  0.079
H (-0.276849, 6.284775, -0.748713)  0.071
H (-2.615403, 4.477332, 1.604048)  0.087
H (-1.811791, 2.947675, 1.210659)  0.044
H (-2.684881, 3.801340, -0.035737)  0.082
H (1.663672, 2.519544, -0.271234)  0.085
H (2.157723, 3.602709, -1.585754)  0.079
H (0.466654, 3.438956, -1.183623)  0.070
H (3.297996, 3.795149, 1.231997)  0.088
H (3.306188, 5.559830, 1.078691)  0.061
H (3.663053, 4.579147, -0.310962)  0.080
O (0.285439, -5.062431, 0.740449)  -0.304
P (0.111341, -4.654042, -0.700140)  0.694
N (-0.260573, -6.209082, -1.357124)  -0.309
C (0.138686, -6.727945, -2.649240)  -0.130
C (-1.476075, -6.830444, -0.836362)  -0.136
N (1.749159, -4.215522, -1.002975)  -0.330
C (2.528499, -4.655343, -2.142492)  -0.145
C (2.622831, -4.051420, 0.150714)  -0.136
N (-0.373278, -3.778611, -2.134203)  -0.262
C (-0.096678, -2.318602, -2.041031)  -0.113
C (-1.822609, -3.876543, -2.441942)  -0.127
H (-0.276029, -6.177188, -3.506461)  0.076
H (-0.181913, -7.764887, -2.752686)  0.078
H (1.220601, -6.759017, -2.755709)  0.054
H (-2.394692, -6.351222, -1.203341)  0.065
H (-1.493827, -6.780091, 0.253196)  0.071
H (-1.522859, -7.886269, -1.101256)  0.077
H (2.936576, -5.662685, -1.990694)  0.081
H (3.375073, -3.980029, -2.303282)  0.078
H (1.954206, -4.631687, -3.066735)  0.070
H (2.962310, -5.013871, 0.551069)  0.087
H (2.125569, -3.505388, 0.947028)  0.059
H (3.502844, -3.465987, -0.127541)  0.079
H (-0.630248, -1.854570, -1.205695)  0.057
H (-0.402970, -1.825733, -2.964064)  0.087
H (0.962484, -2.118552, -1.916753)  0.075
H (-2.449633, -3.607254, -1.588502)  0.065
H (-2.092352, -4.879915, -2.766314)  0.063
H (-2.072709, -3.217553, -3.272045)  0.086

Force components x, y, z for each atom (eV/Å):
0.4 0.2 0.4
-0.4 -1.5 -1.7
0.7 1.5 0.4
-0.3 -0.8 0.0
-1.1 0.3 -0.1
0.7 -1.1 0.8
0.1 0.5 -0.2
-0.1 0.0 -0.4
0.4 0.2 0.7
-0.1 0.7 0.3
-0.4 0.2 -0.3
0.0 0.3 -0.1
0.2 -0.5 0.1
2.6 -2.1 -0.4
-3.9 5.0 -1.0
0.3 -0.2 0.4
0.1 0.0 -0.5
-0.1 -0.4 0.3
-0.1 -0.1 0.1
0.3 0.0 -0.4
-0.2 -0.1 0.3
0.8 -2.7 1.2
-0.3 0.0 -0.3
0.1 0.6 0.2
0.0 0.0 0.0
0.1 -0.2 0.2
0.0 -0.1 -0.1
0.0 0.1 0.1
0.0 -0.1 -0.1
-0.1 0.1 -0.1
0.0 0.0 0.0
0.0 -0.1 0.1
0.1 0.0 0.2
0.0 0.0 0.0
0.0 0.0 0.1
0.1 0.2 -0.1
0.1 0.0 -0.1
0.1 0.1 0.1
-0.1 0.1 0.2
0.1 -0.1 -0.1
-0.2 0.0 0.1
-0.1 -0.1 -0.1
-2.8 2.4 0.4
5.0 -4.0 -2.6
-0.5 -0.1 0.2
0.1 0.3 -0.4
-0.1 0.2 0.5
0.1 0.1 0.2
-0.1 0.3 -0.4
-0.1 -0.1 0.2
-1.7 1.6 2.2
0.4 0.1 -0.2
-0.1 -0.6 -0.2
0.0 0.0 0.0
-0.2 0.0 0.2
0.0 0.2 0.0
0.0 -0.1 0.0
0.1 0.1 0.0
0.1 0.0 -0.1
0.0 0.0 0.0
0.0 0.0 0.1
-0.2 -0.1 0.1
0.0 0.0 0.1
0.0 -0.1 0.0
0.0 0.0 -0.2
-0.1 0.1 -0.1
-0.2 -0.1 0.0
0.0 -0.2 0.1
-0.1 0.1 -0.1
0.1 -0.1 0.1
0.1 0.1 0.0

Values from the calculation:
**Spin multiplicity**: 1
**SMILES string**: CN(C)P(=O)(N(C)C)N(C)C.CN(C)P(=O)(N(C)C)N(C)C.N=[PH2]C(=O)OCO
**E**: -63730.1760 eV
**LUMO**: -0.1409 eV
**Relative energy (zero: lowest compared OMol25 entry of this formula, charge and spin)**: 0.0 kcal/mol
**Kohn-Sham gap**: 8.288 eV

---

# 2
Formula: C14H42O14
Source: the OMol25 dataset
Level of theory: wB97M-V/def2-TZVPD

Last column: natural (NBO) charge in e.
Cartesian coordinates (Å):
C (2.038153, -3.779094, -0.230700)  -0.077
C (3.271055, -2.916248, -0.288513)  -0.092
O (4.327690, -3.694697, -0.831333)  -0.721
O (0.904542, -3.305997, 0.452150)  -0.746
H (2.296454, -4.749744, 0.203275)  0.177
H (1.828461, -4.034637, -1.291219)  0.152
H (3.413176, -2.539427, 0.767019)  0.148
H (3.045049, -1.990457, -0.934177)  0.182
H (5.057629, -3.068089, -1.004558)  0.481
H (0.883726, -2.353268, 0.338155)  0.496
C (-2.534292, -2.041043, 2.487762)  -0.087
C (-1.428179, -3.114560, 2.395631)  -0.107
O (-0.311243, -2.534941, 3.107876)  -0.749
O (-1.885259, -0.779237, 2.400975)  -0.779
H (-2.956405, -2.167470, 3.465207)  0.169
H (-3.267341, -2.167252, 1.661016)  0.198
H (-1.092074, -3.264763, 1.389420)  0.196
H (-1.641261, -4.078461, 2.819425)  0.178
H (0.405546, -2.701367, 2.460123)  0.496
H (-0.909738, -0.897202, 2.564800)  0.512
C (6.618415, -0.165088, 0.195275)  -0.100
C (5.939645, 0.155749, 1.423742)  -0.089
O (5.143235, 1.371296, 1.364964)  -0.741
O (5.669298, -0.378614, -0.816442)  -0.727
H (7.110887, -1.075552, 0.492629)  0.187
H (7.288049, 0.657369, -0.050978)  0.175
H (6.610269, 0.209237, 2.275535)  0.176
H (5.248692, -0.721062, 1.614818)  0.167
H (4.878546, 1.498691, 2.274322)  0.476
H (5.561516, 0.437204, -1.325938)  0.483
C (-3.517856, -1.983433, -1.843568)  -0.079
C (-2.955789, -3.365410, -1.457252)  -0.084
O (-3.152939, -4.281129, -2.562358)  -0.716
O (-3.150851, -1.105843, -0.767430)  -0.753
H (-4.555309, -2.101605, -2.100331)  0.188
H (-3.044505, -1.655195, -2.762891)  0.143
H (-3.514019, -3.605940, -0.584219)  0.178
H (-1.912339, -3.290983, -1.253276)  0.168
H (-2.757441, -3.810043, -3.307200)  0.457
H (-2.197939, -0.885325, -0.832941)  0.489
C (-1.130563, 5.991716, -2.002487)  -0.093
C (-1.588282, 4.587829, -2.131907)  -0.088
O (-0.830960, 3.580096, -1.285261)  -0.749
O (-1.697234, 6.709008, -3.110147)  -0.722
H (-0.008594, 6.026362, -2.053171)  0.166
H (-1.382563, 6.439431, -1.054673)  0.166
H (-1.512184, 4.263288, -3.196523)  0.192
H (-2.685599, 4.568608, -1.950420)  0.172
H (-1.293537, 3.473007, -0.424760)  0.480
H (-1.909939, 7.592597, -2.835546)  0.474
C (-4.007709, 2.984052, 1.513910)  -0.071
C (-3.744971, 1.790324, 0.675136)  -0.092
O (-2.390720, 1.419194, 1.082805)  -0.814
O (-4.086374, 2.832191, 2.871221)  -0.702
H (-4.986935, 3.430068, 1.241527)  0.169
H (-3.236219, 3.666072, 1.262424)  0.141
H (-3.697148, 2.072372, -0.361682)  0.176
H (-4.336000, 0.943368, 0.852087)  0.189
H (-2.372495, 0.546108, 1.498403)  0.505
H (-3.260714, 2.392439, 3.118923)  0.471
C (1.413635, 1.048306, -0.487014)  -0.075
C (0.344305, 0.207037, -1.121664)  -0.091
O (-0.288722, -0.656379, -0.123247)  -0.790
O (2.510205, 0.251754, -0.049141)  -0.784
H (0.971250, 1.632933, 0.341859)  0.177
H (1.780473, 1.679145, -1.318265)  0.174
H (0.691082, -0.462320, -1.871485)  0.183
H (-0.406164, 0.810623, -1.554662)  0.197
H (-0.983108, -0.153327, 0.352578)  0.497
H (3.370533, 0.607727, 0.212384)  0.512

Force components x, y, z for each atom (eV/Å):
0.4 -1.9 -1.4
-0.9 2.0 0.4
0.3 0.9 0.3
0.5 0.4 0.2
0.1 0.2 0.2
-0.4 0.2 0.4
0.5 -0.3 -0.9
0.5 -1.2 0.9
-0.5 -0.5 0.0
-0.4 0.6 -0.2
1.0 -1.0 -0.6
0.3 1.2 0.2
0.8 -0.7 -1.0
0.2 0.4 -0.3
-0.7 0.3 0.5
0.4 0.3 0.7
-0.2 -0.1 -0.7
-0.6 -0.3 0.3
0.0 0.1 0.8
-1.2 -0.4 0.2
0.3 0.9 -0.5
-2.7 -0.2 2.3
0.7 -0.9 -0.4
-0.1 -0.2 -0.9
0.7 -0.5 -0.8
0.5 -0.3 -0.3
0.4 0.1 0.1
0.4 0.8 0.0
-0.3 0.4 0.2
0.0 -0.3 0.2
2.3 -0.7 0.4
-0.9 0.8 -2.1
-0.1 0.4 0.8
-0.7 0.4 -0.4
-0.7 0.6 0.7
0.2 0.2 -0.4
-0.3 -1.1 0.6
0.9 0.1 0.5
-0.1 -0.4 -0.1
-0.6 -0.5 -0.2
1.9 0.7 -0.6
-0.6 -2.4 0.2
-1.5 1.7 -0.6
0.2 -0.8 0.2
-0.8 0.0 -0.1
-0.4 0.1 0.4
0.4 0.1 0.8
0.6 -0.3 0.3
0.3 0.2 -0.8
-0.1 0.5 0.2
-2.6 1.0 -1.3
2.6 -0.1 1.0
0.1 0.5 -0.9
0.6 -1.0 1.4
0.5 0.0 -0.2
0.9 1.1 -0.4
-0.3 0.0 -0.6
-1.3 -1.0 0.0
-0.2 -0.3 0.4
-0.1 0.0 0.3
1.3 0.7 -0.6
-0.2 -1.1 2.2
-0.4 0.3 -0.3
-0.7 -1.5 0.1
0.3 0.0 -0.4
-0.3 0.4 0.5
0.7 -0.5 -0.6
-0.7 1.1 -0.5
0.7 0.0 -0.1
-0.5 0.9 -0.2

Values from the calculation:
**Spin multiplicity**: 1
**SMILES string**: OCCO.OCCO.OCCO.OCCO.OCCO.OCCO.OCCO
**E**: -43859.3981 eV
**LUMO**: 0.3709 eV
**Relative energy (zero: lowest compared OMol25 entry of this formula, charge and spin)**: 39.1 kcal/mol
**Kohn-Sham gap**: 10.320 eV

---

# 3
Formula: C14H42O7
Source: the OMol25 dataset
Level of theory: wB97M-V/def2-TZVPD

Last column: natural (NBO) charge in e.
Cartesian coordinates (Å):
C (-15.997328, 20.123887, -7.941497)  -0.650
C (-15.693420, 21.039627, -9.173905)  -0.062
O (-16.452367, 20.633525, -10.266364)  -0.702
H (-15.476131, 20.379484, -7.018929)  0.212
H (-15.727243, 19.070524, -8.016245)  0.213
H (-17.052600, 20.090597, -7.670612)  0.196
H (-14.615046, 20.989244, -9.324482)  0.179
H (-15.998155, 22.067770, -8.978521)  0.156
H (-17.336635, 20.846671, -9.959371)  0.458
C (-21.453724, 16.927588, -12.419400)  -0.630
C (-22.255140, 17.360904, -11.243164)  -0.064
O (-21.373807, 17.618987, -10.147901)  -0.738
H (-20.714213, 17.647982, -12.769045)  0.206
H (-22.098594, 16.701745, -13.268641)  0.207
H (-20.839058, 16.054049, -12.202121)  0.214
H (-22.884726, 16.530545, -10.923469)  0.173
H (-22.806972, 18.276333, -11.456657)  0.163
H (-21.275824, 18.555659, -9.961764)  0.469
C (-12.669210, 5.863898, -12.246517)  -0.633
C (-12.987765, 6.645905, -13.510459)  -0.067
O (-14.399229, 6.930936, -13.518350)  -0.727
H (-13.108358, 6.429374, -11.424629)  0.217
H (-11.616758, 5.831486, -11.964747)  0.207
H (-13.047877, 4.842133, -12.273293)  0.205
H (-12.765842, 6.124868, -14.441787)  0.159
H (-12.299347, 7.490038, -13.550694)  0.167
H (-14.800521, 6.435775, -14.236236)  0.471
C (-11.037113, 12.548001, -5.326099)  -0.627
C (-12.512229, 12.931346, -5.750912)  -0.055
O (-12.720544, 14.074582, -5.075621)  -0.695
H (-11.082131, 11.979008, -4.397485)  0.203
H (-10.378021, 13.382104, -5.085309)  0.216
H (-10.548884, 11.995190, -6.128663)  0.200
H (-13.131148, 12.088509, -5.443230)  0.151
H (-12.574568, 13.036569, -6.834031)  0.144
H (-13.679281, 14.122766, -5.065480)  0.463
C (-13.667962, 13.663437, -12.742747)  -0.642
C (-14.149323, 15.066812, -12.300354)  -0.073
O (-15.235654, 15.407866, -13.200491)  -0.714
H (-13.653260, 13.585972, -13.829891)  0.221
H (-14.354652, 12.893788, -12.390356)  0.209
H (-12.762416, 13.230792, -12.317420)  0.214
H (-13.294860, 15.743556, -12.296397)  0.160
H (-14.580080, 15.078465, -11.299147)  0.161
H (-15.458382, 16.267410, -12.835560)  0.464
C (-18.499302, 11.335673, -19.316839)  -0.634
C (-18.141089, 12.190351, -18.122196)  -0.063
O (-17.072776, 13.051587, -18.495234)  -0.724
H (-19.365872, 10.681792, -19.218996)  0.214
H (-17.666389, 10.707171, -19.632013)  0.211
H (-18.670389, 11.958540, -20.194831)  0.214
H (-17.935181, 11.614488, -17.219929)  0.160
H (-18.936057, 12.894979, -17.878041)  0.155
H (-16.852536, 13.561473, -17.712220)  0.467
C (-8.321225, 18.175036, -9.161694)  -0.640
C (-7.984106, 18.939838, -10.478536)  -0.058
O (-7.366255, 20.182009, -10.089757)  -0.735
H (-8.920324, 17.268275, -9.245141)  0.213
H (-8.839759, 18.805579, -8.439443)  0.213
H (-7.445225, 17.963778, -8.548424)  0.215
H (-8.842085, 19.111633, -11.128510)  0.161
H (-7.363949, 18.293145, -11.099246)  0.157
H (-7.465091, 20.883371, -10.737774)  0.474

Force components x, y, z for each atom (eV/Å):
0.0 0.0 0.4
0.1 -0.7 2.2
-0.1 -0.4 -0.8
0.1 0.7 -0.1
0.2 0.0 -0.9
-0.2 0.3 -0.2
-0.1 0.1 -0.7
0.5 0.2 0.5
-0.4 -0.3 -0.5
0.7 -0.4 -1.1
0.7 0.4 0.6
0.2 -0.2 0.5
-0.2 0.5 0.2
-0.1 -0.1 0.0
-0.3 -0.2 0.2
-0.4 0.3 0.0
-0.4 -0.2 -0.1
-0.2 0.0 -0.2
0.1 0.1 0.2
0.1 -0.9 -0.2
0.6 0.5 0.1
-0.4 -0.2 0.1
0.2 -0.1 -0.5
-0.2 0.1 0.1
0.2 -0.4 0.1
-0.7 0.8 0.1
0.1 0.1 0.0
-0.6 -0.5 -0.6
3.8 -2.5 -0.4
-2.1 2.0 1.1
0.0 -0.3 -0.2
-0.5 0.5 -0.3
0.1 -0.4 0.2
-0.4 0.0 0.0
-0.1 0.1 -0.2
-0.2 0.9 0.4
-0.8 -0.5 0.6
0.1 -1.7 -0.5
1.2 0.5 0.8
0.2 0.2 0.1
-0.6 0.2 -0.2
0.5 0.9 -0.1
-0.2 0.5 -0.4
0.3 -0.3 0.2
-0.7 0.3 -0.5
0.3 -0.1 -0.7
-0.7 0.7 -0.2
0.7 -0.4 0.0
0.0 0.2 0.4
0.2 -0.1 0.3
-0.2 0.3 0.1
0.3 -0.2 0.0
-0.7 -0.4 0.1
0.2 0.1 0.0
0.0 0.9 0.3
-0.3 -0.3 0.9
0.1 -0.7 0.1
0.2 0.0 -0.5
-0.5 0.4 -0.4
0.5 -0.3 -0.6
-0.4 0.2 0.4
0.7 0.2 0.1
-0.2 -0.3 -0.3

Values from the calculation:
**Spin multiplicity**: 1
**SMILES string**: CCO.CCO.CCO.CCO.CCO.CCO.CCO
**E**: -29527.5676 eV
**LUMO**: 0.3216 eV
**Relative energy (zero: lowest compared OMol25 entry of this formula, charge and spin)**: 90.1 kcal/mol
**Kohn-Sham gap**: 10.387 eV

---

Result set for HOMO level: -8.429 -9.949 -10.066 eV, one per record in the order listed.